(P)
{"formula": "C4H7ClN2", "method": "the ωB97M-V functional and the def2-TZVPD basis", "homo_lumo_gap_ev": [6.58, 7.14], "e_lumo_ev": [-0.3, -0.2], "symbols": ["C", "C", "C", "C", "N", "N", "Cl", "H", "H", "H", "H", "H", "H", "H"], "positions_angstrom": [[-0.95, -0.72, -1.71], [-0.07, -0.30, -0.84], [-0.46, 0.73, 0.01], [1.34, -0.73, -0.56], [0.27, -0.03, 3.13], [-0.80, 1.84, 0.15], [-0.89, -0.18, 2.02], [-0.90, -1.57, -2.30], [-1.90, -0.10, -1.71], [1.76, -0.11, 0.18], [2.00, -0.60, -1.46], [1.48, -1.67, -0.18], [-0.87, 2.68, -0.50], [-0.02, 0.75, 3.76]], "lowdin_charge": [0.09, -0.40, -0.40, -0.03, -0.57, 0.16, 0.69, 0.05, 0.10, 0.06, 0.11, 0.06, 0.14, -0.07]}



(Q)
{"formula": "C4H7ClN2", "method": "the ωB97M-V functional and the def2-TZVPD basis", "homo_lumo_gap_ev": 10.29, "e_lumo_ev": 0.2, "symbols": ["C", "C", "C", "C", "N", "N", "Cl", "H", "H", "H", "H", "H", "H", "H"], "positions_angstrom": [[-0.62, 0.47, 0.29], [0.68, -0.06, -0.32], [-0.89, 0.46, 1.71], [0.73, -1.07, -1.48], [-0.32, 1.64, -0.47], [0.85, 1.26, -0.85], [2.01, -0.49, 0.76], [-1.75, -0.04, -0.27], [-1.24, -0.49, 2.00], [-1.60, 1.26, 2.07], [0.06, 0.82, 2.14], [1.77, -1.06, -1.80], [0.12, -0.71, -2.38], [0.20, -2.01, -1.40]], "lowdin_charge": [-0.44, -0.90, -0.10, -0.11, 0.09, 0.07, 0.68, 0.22, 0.07, 0.11, 0.07, 0.06, 0.11, 0.07]}



Result of the stability comparison: (Q) is the most stable of them.



(P)
{"formula": "C4H9NOS2", "method": "the ωB97M-V functional and the def2-TZVPD basis", "homo_lumo_gap_ev": 3.62, "e_lumo_ev": -4.4, "symbols": ["S", "S", "C", "C", "C", "N", "C", "O", "H", "H", "H", "H", "H", "H", "H", "H", "H"], "positions_angstrom": [[4.03, -0.50, -0.22], [-0.77, -1.95, 0.88], [0.71, -0.88, 0.98], [0.91, -0.12, -0.29], [-0.48, 0.40, -0.80], [-0.95, 1.42, -0.06], [-2.28, 1.03, 0.52], [-0.74, 0.08, -2.04], [3.78, 0.27, -1.27], [0.50, -0.47, 1.96], [1.61, -1.52, 1.05], [1.19, -0.82, -1.10], [1.54, 0.74, 0.00], [-1.36, -0.49, -1.12], [-2.37, -0.06, 0.66], [-2.56, 1.37, -0.50], [-2.75, 1.51, 1.35]], "lowdin_charge": [0.29, 0.62, -0.63, -0.25, -0.59, 0.10, -0.06, 0.13, -0.34, 0.06, 0.04, 0.12, 0.11, 0.21, 0.01, 0.12, 0.08]}



(Q)
{"formula": "C4H9NOS2", "method": "the ωB97M-V functional and the def2-TZVPD basis", "homo_lumo_gap_ev": 8.85, "e_lumo_ev": 0.6, "smiles": "CON(C)C(=S)SC", "symbols": ["C", "C", "C", "C", "H", "H", "H", "H", "H", "H", "H", "H", "H", "N", "O", "S", "S"], "positions_angstrom": [[-2.50, 0.83, 0.53], [-1.00, -1.69, -0.45], [0.52, 0.45, -0.45], [3.20, 0.29, 0.29], [-1.63, 1.19, 1.21], [-3.06, 1.60, -0.04], [-3.21, 0.16, 1.04], [-0.26, -2.16, 0.25], [-1.96, -1.79, 0.03], [-0.95, -2.04, -1.43], [3.66, 1.35, -0.32], [4.09, -0.25, 0.21], [2.91, 0.58, 1.36], [-0.64, -0.16, -0.67], [-1.89, 0.41, -0.64], [0.86, 2.08, -0.59], [1.87, -0.86, -0.34]], "lowdin_charge": [-0.10, 0.01, -1.04, -0.47, 0.12, 0.11, 0.08, 0.06, 0.08, 0.06, 0.12, -0.04, 0.05, -0.23, -0.22, 0.60, 0.79]}



(R)
{"formula": "C4H9NOS2", "method": "the ωB97M-V functional and the def2-TZVPD basis", "homo_lumo_gap_ev": 9.76, "e_lumo_ev": 0.5, "symbols": ["C", "C", "C", "C", "H", "H", "H", "H", "H", "H", "H", "H", "H", "N", "O", "S", "S"], "positions_angstrom": [[-3.52, -0.59, -0.21], [-0.28, 0.82, 0.44], [1.19, 0.54, 0.58], [1.62, -0.75, -0.13], [-4.38, 0.10, -0.03], [-3.59, -1.39, 0.95], [-3.26, -1.10, -1.28], [-0.77, 1.48, 1.13], [1.50, 0.57, 1.69], [3.20, 1.84, 0.05], [1.60, -0.84, -1.22], [1.10, -1.69, 0.16], [3.67, -0.64, -1.37], [-0.99, 0.13, -0.43], [-2.33, 0.43, -0.02], [1.83, 2.15, -0.30], [3.41, -1.04, 0.01]], "lowdin_charge": [-0.05, -0.25, -0.63, -0.63, 0.05, 0.16, 0.11, 0.12, 0.13, -0.11, 0.05, 0.08, -0.06, 0.07, -0.32, 0.65, 0.63]}



Result of the stability comparison: (Q) is the most stable of them.



(P)
{"formula": "CH7N2O2P", "method": "the ωB97M-V functional and the def2-TZVPD basis", "homo_lumo_gap_ev": 9.48, "e_lumo_ev": 0.4, "smiles": "CN=P(N)(O)O", "symbols": ["C", "N", "N", "O", "O", "P", "H", "H", "H", "H", "H", "H", "H"], "positions_angstrom": [[0.44, 2.13, 0.18], [-1.01, -1.44, -1.34], [0.91, 0.67, 0.22], [1.10, -1.82, 0.01], [-1.06, -0.95, 1.01], [-0.01, -0.60, -0.18], [1.23, 2.72, 0.78], [0.59, 2.43, -0.83], [-0.48, 2.30, 0.63], [-0.97, -2.45, -1.06], [-1.99, -1.00, -1.05], [1.96, -1.47, -0.23], [-0.71, -0.52, 1.86]], "lowdin_charge": [-0.19, -0.13, -0.23, -0.20, -0.23, 0.53, 0.09, 0.04, 0.02, 0.06, 0.09, 0.05, 0.11]}



(Q)
{"formula": "CH7N2O2P", "method": "the ωB97M-V functional and the def2-TZVPD basis", "homo_lumo_gap_ev": 10.29, "e_lumo_ev": 0.3, "smiles": "NP=O.C=N.O", "symbols": ["C", "N", "N", "O", "O", "P", "H", "H", "H", "H", "H", "H", "H"], "positions_angstrom": [[-1.22, -0.04, 3.14], [0.24, -0.69, -0.56], [-1.99, 0.49, 2.32], [-0.82, -0.52, -2.83], [2.46, 0.97, -2.80], [0.37, -1.07, -2.18], [-0.94, -1.02, 2.97], [-0.69, 0.39, 4.01], [0.95, -0.93, 0.13], [-0.62, -0.38, -0.11], [2.97, 0.67, -3.63], [1.58, 0.60, -2.89], [-2.29, 1.55, 2.42]], "lowdin_charge": [-0.18, -0.18, 0.00, -0.47, -0.14, 0.71, 0.03, 0.07, 0.03, 0.03, 0.09, -0.09, 0.10]}



Result of the stability comparison: (P) is the most stable of them.



(P)
{"formula": "C4H10N2OS", "method": "the ωB97M-V functional and the def2-TZVPD basis", "homo_lumo_gap_ev": 5.83, "e_lumo_ev": 6.0, "smiles": "N[C@@H](C[S-])CNC[O-]", "total_charge": -2, "symbols": ["C", "N", "C", "O", "C", "C", "S", "N", "H", "H", "H", "H", "H", "H", "H", "H", "H", "H"], "positions_angstrom": [[-0.14, -0.53, -0.42], [-1.46, -0.88, 0.10], [-2.62, -0.34, -0.81], [-2.41, -0.53, -2.09], [0.84, 0.01, 0.68], [1.25, 1.46, 0.30], [2.69, 2.30, 1.22], [2.06, -0.82, 0.85], [0.34, -1.42, -0.85], [-0.08, 0.26, -1.16], [-1.52, -1.89, 0.08], [-3.53, -0.79, -0.35], [-2.64, 0.75, -0.51], [0.28, -0.03, 1.62], [0.37, 2.06, 0.55], [1.41, 1.63, -0.76], [2.63, -0.39, 1.57], [2.54, -0.84, -0.03]], "lowdin_charge": [-0.25, -0.08, -0.58, -0.36, -0.46, -0.70, -0.07, -0.03, 0.09, 0.09, 0.05, 0.05, 0.06, 0.10, 0.02, 0.02, -0.01, 0.04]}



(Q)
{"formula": "C4H10N2OS", "method": "the ωB97M-V functional and the def2-TZVPD basis", "homo_lumo_gap_ev": 5.49, "e_lumo_ev": 6.0, "smiles": "NC[C@H](C[S-])NC[O-]", "total_charge": -2, "symbols": ["C", "N", "C", "C", "S", "N", "C", "O", "H", "H", "H", "H", "H", "H", "H", "H", "H", "H"], "positions_angstrom": [[-1.36, 0.96, -0.35], [-1.10, 2.11, -1.21], [-0.06, 0.12, 0.08], [0.15, -1.01, -0.91], [0.72, -0.41, -2.56], [-0.36, -0.39, 1.42], [0.58, -0.13, 2.57], [0.69, -1.13, 3.47], [-2.05, 0.26, -0.81], [-1.75, 1.33, 0.60], [-0.84, 1.89, -2.17], [-0.26, 2.59, -0.89], [0.77, 0.83, 0.09], [-0.76, -1.58, -1.09], [0.91, -1.72, -0.57], [-0.79, -1.30, 1.34], [1.59, 0.07, 2.14], [0.17, 0.83, 2.97]], "lowdin_charge": [-0.27, -0.06, -0.46, -0.72, 0.02, -0.06, -0.59, -0.40, 0.09, 0.07, -0.01, 0.04, 0.11, 0.03, 0.03, 0.07, 0.07, 0.06]}



Result of the stability comparison: (P) is the most stable of them.



(P)
{"formula": "C4H8INO2", "method": "the ωB97M-V functional and the def2-TZVPD basis", "homo_lumo_gap_ev": [7.40, 7.20], "e_lumo_ev": [0.3, 0.2], "symbols": ["C", "C", "C", "C", "N", "O", "O", "I", "H", "H", "H", "H", "H", "H", "H", "H"], "positions_angstrom": [[-1.71, -1.50, -0.34], [-0.07, 1.55, -0.28], [2.42, 0.09, -0.52], [0.10, 0.21, 0.25], [-2.39, -1.52, 0.71], [-1.46, -1.91, -1.45], [1.13, -0.56, -0.12], [-0.19, 0.12, 2.54], [0.84, 2.13, -0.28], [-0.40, 1.50, -1.30], [-0.87, 2.02, 0.11], [2.77, 0.68, 0.41], [2.37, 0.78, -1.30], [3.12, -0.74, -0.80], [-2.32, -0.96, 1.63], [-3.35, -1.88, 0.74]], "lowdin_charge": [-0.34, -0.16, -0.03, -0.69, 0.11, 0.10, -0.24, 0.63, 0.08, 0.09, 0.02, 0.12, 0.05, 0.11, 0.02, 0.13]}



(Q)
{"formula": "C4H8INO2", "method": "the ωB97M-V functional and the def2-TZVPD basis", "homo_lumo_gap_ev": 9.72, "e_lumo_ev": -0.1, "smiles": "CC[C@](C)(I)[N+](=O)[O-]", "symbols": ["C", "C", "C", "C", "N", "O", "O", "I", "H", "H", "H", "H", "H", "H", "H", "H"], "positions_angstrom": [[-0.66, 0.77, 1.29], [0.88, -0.08, -1.75], [0.27, -0.35, 0.82], [1.33, 0.13, -0.28], [1.33, 1.70, -0.13], [0.75, 2.29, -1.03], [1.95, 2.07, 0.83], [3.34, -0.41, 0.04], [-1.64, 0.31, 1.59], [-0.20, 1.24, 2.25], [-0.84, 1.64, 0.56], [-0.23, 0.05, -1.84], [1.38, 0.51, -2.44], [1.17, -1.04, -1.98], [0.74, -0.66, 1.84], [-0.24, -1.15, 0.46]], "lowdin_charge": [-0.12, -0.12, -0.24, -0.77, -0.47, 0.05, 0.01, 0.97, 0.09, 0.10, 0.10, 0.12, 0.05, 0.04, 0.13, 0.06]}



Result of the stability comparison: (Q) is the most stable of them.



(P)
{"formula": "C4H8P", "method": "the ωB97M-V functional and the def2-TZVPD basis", "homo_lumo_gap_ev": 10.02, "e_lumo_ev": -4.7, "total_charge": 1, "symbols": ["C", "C", "C", "C", "P", "H", "H", "H", "H", "H", "H", "H", "H"], "positions_angstrom": [[-0.42, 1.45, -0.69], [-1.55, 1.37, -0.22], [1.40, 0.21, 0.83], [-0.56, -1.55, -0.45], [-0.36, -0.17, 0.86], [0.35, 2.08, -1.14], [-2.44, 1.06, 0.24], [2.03, -0.19, 0.00], [1.82, -0.16, 1.79], [1.43, 1.25, 0.87], [0.01, -1.23, -1.33], [-1.55, -1.63, -0.78], [-0.17, -2.48, 0.03]], "lowdin_charge": [-0.03, 0.03, -0.31, -0.24, 1.06, 0.13, 0.07, 0.09, 0.07, 0.00, 0.05, 0.02, 0.07]}



(Q)
{"formula": "C4H8P", "method": "the ωB97M-V functional and the def2-TZVPD basis", "homo_lumo_gap_ev": [9.56, 5.50], "e_lumo_ev": [-5.0, -7.9], "total_charge": 1, "symbols": ["C", "C", "C", "C", "P", "H", "H", "H", "H", "H", "H", "H", "H"], "positions_angstrom": [[-1.22, -0.89, -0.73], [-1.80, -1.30, 0.36], [-0.89, 1.76, 0.22], [2.91, -0.66, -0.04], [-0.34, -0.06, 0.57], [-1.25, -0.94, -1.85], [-2.44, -2.07, 0.74], [-0.38, 2.38, 1.03], [-1.92, 1.69, 0.27], [-0.65, 2.14, -0.70], [2.52, 0.03, -0.80], [2.62, -1.68, -0.08], [2.84, -0.41, 1.02]], "lowdin_charge": [-0.29, -0.09, -0.19, 0.17, 1.08, 0.13, 0.09, 0.08, 0.02, 0.02, 0.01, -0.01, 0.00]}



Result of the stability comparison: (P) is the most stable of them.



(P)
{"formula": "C4H12N2S", "method": "the ωB97M-V functional and the def2-TZVPD basis", "homo_lumo_gap_ev": 9.73, "e_lumo_ev": 0.9, "smiles": "NCNCCCS", "symbols": ["C", "N", "C", "N", "C", "C", "S", "H", "H", "H", "H", "H", "H", "H", "H", "H", "H", "H", "H"], "positions_angstrom": [[-0.35, 0.52, -1.11], [-0.30, 1.15, 0.25], [-1.03, 0.32, 1.25], [-1.15, 1.01, 2.51], [0.01, -0.96, -1.12], [1.36, -1.29, -0.47], [2.75, -0.17, -0.91], [0.31, 1.09, -1.76], [-1.40, 0.60, -1.43], [-0.99, 1.89, 0.14], [-2.02, 0.07, 0.85], [-0.44, -0.58, 1.44], [-1.20, 2.01, 2.37], [-0.39, 0.83, 3.15], [0.05, -1.32, -2.15], [-0.77, -1.47, -0.58], [1.72, -2.26, -0.80], [1.30, -1.25, 0.61], [2.53, -0.20, -2.23]], "lowdin_charge": [-0.26, -0.06, -0.33, 0.01, -0.27, -0.54, 0.69, 0.09, 0.11, 0.09, 0.11, 0.10, 0.06, 0.06, 0.11, 0.09, 0.06, 0.05, -0.15]}



(Q)
{"formula": "C4H12N2S", "method": "the ωB97M-V functional and the def2-TZVPD basis", "homo_lumo_gap_ev": 9.61, "e_lumo_ev": 1.0, "smiles": "C[C@H](CS)NCN", "symbols": ["C", "C", "C", "S", "N", "C", "N", "H", "H", "H", "H", "H", "H", "H", "H", "H", "H", "H", "H"], "positions_angstrom": [[1.64, 1.37, -0.52], [0.76, 0.24, 0.07], [0.96, -0.98, -0.84], [0.53, -2.58, -0.07], [-0.66, 0.58, -0.08], [-1.30, 1.31, 1.05], [-2.19, 2.29, 0.48], [2.67, 1.32, -0.22], [1.54, 1.31, -1.60], [1.18, 2.34, -0.35], [1.00, 0.01, 1.10], [0.46, -0.89, -1.80], [2.03, -1.16, -1.00], [-0.81, -2.49, -0.11], [-0.79, 1.11, -0.94], [-1.77, 0.50, 1.60], [-0.50, 1.80, 1.57], [-2.40, 3.08, 1.08], [-3.07, 1.90, 0.18]], "lowdin_charge": [-0.06, -0.46, -0.55, 0.68, -0.07, -0.30, 0.01, 0.07, 0.08, 0.08, 0.12, 0.07, 0.06, -0.16, 0.09, 0.11, 0.11, 0.06, 0.07]}



(R)
{"formula": "C4H12N2S", "method": "the ωB97M-V functional and the def2-TZVPD basis", "homo_lumo_gap_ev": 9.47, "e_lumo_ev": 1.0, "smiles": "NCCNCCS", "symbols": ["C", "N", "C", "C", "S", "C", "N", "H", "H", "H", "H", "H", "H", "H", "H", "H", "H", "H", "H"], "positions_angstrom": [[-0.29, 1.30, -0.95], [-1.08, 0.65, 0.18], [-0.32, 0.28, 1.38], [-0.84, -1.11, 1.97], [0.13, -2.51, 1.18], [0.61, 0.28, -1.70], [1.85, -0.06, -1.02], [-1.03, 1.71, -1.66], [0.11, 2.20, -0.49], [-0.43, -2.30, -0.01], [-0.31, 1.07, 2.14], [0.72, 0.17, 1.07], [-0.85, -1.14, 3.05], [-1.86, -1.33, 1.60], [0.77, 0.56, -2.77], [-0.10, -0.53, -1.83], [2.67, 0.50, -1.21], [-1.86, 1.27, 0.33], [2.09, -1.01, -1.27]], "lowdin_charge": [-0.20, -0.10, -0.30, -0.48, 0.64, -0.27, -0.01, 0.11, 0.10, -0.17, 0.10, 0.07, 0.05, 0.05, 0.10, 0.09, 0.07, 0.09, 0.06]}



Result of the stability comparison: (Q) is the most stable of them.



(P)
{"formula": "C4H12N2S", "method": "the ωB97M-V functional and the def2-TZVPD basis", "homo_lumo_gap_ev": 10.00, "e_lumo_ev": 0.9, "smiles": "NC[C@@H](N)CCS", "symbols": ["N", "C", "C", "C", "S", "C", "N", "H", "H", "H", "H", "H", "H", "H", "H", "H", "H", "H", "H"], "positions_angstrom": [[-0.22, -0.95, 2.37], [-0.37, -0.09, 1.18], [0.82, -0.43, 0.22], [1.13, 0.78, -0.68], [1.71, 0.36, -2.40], [-1.68, -0.32, 0.50], [-2.86, 0.16, 1.20], [0.74, -0.90, 2.71], [-0.70, -0.52, 3.16], [-0.24, 0.95, 1.52], [1.70, -0.68, 0.81], [0.47, -1.31, -0.32], [0.13, 1.18, -0.85], [1.84, 1.46, -0.22], [0.52, 0.48, -2.96], [-1.71, 0.09, -0.53], [-1.77, -1.36, 0.19], [-2.76, 0.95, 1.82], [-3.28, -0.60, 1.73]], "lowdin_charge": [0.02, -0.43, -0.23, -0.54, 0.68, -0.28, 0.01, 0.06, 0.06, 0.14, 0.10, 0.10, 0.05, 0.07, -0.18, 0.11, 0.13, 0.06, 0.06]}



(Q)
{"formula": "C4H12N2S", "method": "the ωB97M-V functional and the def2-TZVPD basis", "homo_lumo_gap_ev": 9.35, "e_lumo_ev": 0.8, "smiles": "CN[C@H](CN)CS", "symbols": ["C", "N", "C", "C", "S", "C", "N", "H", "H", "H", "H", "H", "H", "H", "H", "H", "H", "H", "H"], "positions_angstrom": [[-2.24, 0.07, 0.43], [-1.01, 0.47, 1.09], [0.26, 0.17, 0.42], [0.35, -1.32, 0.03], [2.03, -1.99, -0.21], [0.39, 1.10, -0.78], [1.67, 1.15, -1.49], [-2.50, 0.76, -0.38], [-2.25, -0.95, 0.04], [-3.05, 0.15, 1.15], [-1.02, 0.16, 2.04], [1.04, 0.37, 1.16], [-0.13, -1.96, 0.77], [-0.17, -1.49, -0.92], [2.47, -1.65, 1.01], [0.15, 2.12, -0.45], [-0.40, 0.83, -1.47], [2.30, 1.76, -0.97], [2.11, 0.24, -1.49]], "lowdin_charge": [-0.13, -0.10, -0.43, -0.53, 0.71, -0.26, 0.00, 0.08, 0.07, 0.08, 0.10, 0.13, 0.06, 0.07, -0.14, 0.12, 0.10, 0.06, 0.00]}



Result of the stability comparison: (Q) is the most stable of them.